Entry 1:
Entry from the OMol25 dataset: H12O6 as an isolated structure in a non-equilibrium geometry (ωB97M-V/def2-TZVPD).

Calculated values
- Calculated total energy: -458.36416 Eh
- LUMO level: -0.5 eV
- Relative energy (zero: lowest compared OMol25 entry of this formula, charge and spin): 8.390 eV
- Max |F|: 12.3 eV Å⁻¹

XYZ file:
```
18
H12O6 ωB97M-V/def2-TZVPD
O 1.61 0.44 0.69
H 1.88 -0.41 1.05
H 2.13 1.08 1.17
O 1.69 1.86 -0.81
H 1.36 1.65 0.06
H 2.42 1.26 -0.94
O -1.53 -1.92 0.89
H -0.95 -2.62 1.20
H -2.32 -2.39 0.60
O 0.56 1.37 -2.35
H -0.26 1.10 -1.93
H 1.16 1.53 -1.62
O -2.52 0.02 0.77
H -2.10 -0.79 0.47
H -2.85 -0.19 1.65
O -0.22 -0.59 -0.66
H -0.57 -1.23 -0.05
H 0.51 -0.18 -0.18
```


Entry 2:
Entry from the OMol25 dataset: one molecule with the formula C6H13N in a non-equilibrium geometry (ωB97M-V/def2-TZVPD).

Calculated values
- Calculated total energy: -291.13660 Eh
- SMILES: C=C(C)CCCN
- LUMO level: 1.0 eV
- Relative energy (zero: lowest compared OMol25 entry of this formula, charge and spin): 0.603 eV
- Max |F|: 1.7 eV Å⁻¹

XYZ file:
```
20
C6H13N ωB97M-V/def2-TZVPD
C -0.95 1.83 -0.33
C 0.24 1.22 -0.43
C 1.02 1.31 -1.70
C 0.81 0.43 0.72
C 0.85 -1.08 0.46
C -0.43 -1.78 0.14
N -1.44 -1.65 1.21
H -1.52 1.90 0.58
H -1.26 2.47 -1.15
H 1.25 0.35 -2.17
H 0.49 1.96 -2.40
H 1.95 1.86 -1.53
H 0.22 0.68 1.60
H 1.86 0.74 0.81
H 1.62 -1.26 -0.30
H 1.36 -1.54 1.32
H -0.28 -2.84 -0.05
H -0.83 -1.29 -0.77
H -1.44 -0.73 1.61
H -2.33 -1.92 0.86
```


Entry 3:
Entry from the OMol25 dataset: a 2-piece molecular cluster, CHBrF2O overall in a non-equilibrium geometry (ωB97M-V/def2-TZVPD).

Calculated values
- Calculated total energy: -2887.49668 Eh
- LUMO level (alpha / beta): 0.1 / -1.5 eV
- Relative energy (zero: lowest compared OMol25 entry of this formula, charge and spin): 5.479 eV
- Max |F|: 5.2 eV Å⁻¹

XYZ file:
```
6
CHBrF2O ωB97M-V/def2-TZVPD
C 0.87 -0.30 -0.08
O -1.15 1.19 0.04
F 0.51 -1.48 0.23
F 1.28 -0.07 -1.22
Br -2.68 0.51 0.16
H 1.17 0.14 0.87
```